*1*
Computed, not measured: one molecule with the formula C6H7N3O, with ωB97M-V/def2-TZVPD.

Bonds (Å) are listed after each position.
CARTESIAN COORDINATES (ANGSTROEM)
1 N -2.25699 2.51350 0.28886  C2 1.355, H11 0.899, H12 0.914
2 C -0.98174 2.05649 0.33617  N1 1.355, O3 1.192, N4 1.534
3 O -0.07304 2.69585 -0.09646  C2 1.192
4 N -0.77445 0.68892 0.99851  C2 1.534, C5 1.293, H13 1.194
5 C -0.01484 -0.12949 0.34663  N4 1.293, C6 1.383, N10 1.442
6 C 0.69219 -1.11242 1.01522  C5 1.383, C7 1.398, H14 1.189
7 C 1.50670 -1.98945 0.29303  C6 1.398, C8 1.459, H15 1.221
8 C 1.49042 -2.02104 -1.16512  C7 1.459, C9 1.377, H16 0.902
9 C 0.69971 -1.02640 -1.69611  C8 1.377, N10 1.301, H17 1.113
10 N -0.03325 -0.13565 -1.09549  C5 1.442, C9 1.301
11 H -2.74290 1.76294 0.38295  N1 0.899
12 H -2.39394 3.19397 -0.30532  N1 0.914
13 H -0.44420 0.86159 2.13253  N4 1.194
14 H 0.49524 -1.10056 2.18782  C6 1.189
15 H 2.27066 -2.72886 0.89294  C7 1.221
16 H 2.00791 -2.51313 -1.71651  C8 0.902
17 H 0.55252 -1.01625 -2.79965  C9 1.113

Properties
- HOMO-LUMO gap: 9.0 eV
- 2S+1: 1
- Charge: 0
- HOMO level: -8.40 eV
- LUMO: 0.6329 eV

These are the natural (NBO) partial charges, in e, on atoms 1 to 6:
1. N -0.781
2. C 0.806
3. O -0.566
4. N -0.663
5. C 0.367
6. C -0.328

---

*2*
Computed, not measured: one molecule with the formula C6H7N3O, with ωB97M-V/def2-TZVPD.

Bonds (Å) are listed after each position.
CARTESIAN COORDINATES (ANGSTROEM)
1 C -1.02881 -2.31046 -0.13695  C2 1.515, H11 1.088, H12 1.107, H13 1.104
2 C -0.59904 -0.86341 -0.00506  C1 1.515, C3 1.346, C9 1.533
3 C -1.23980 0.29991 0.21652  C2 1.346, C4 1.447, N6 1.446
4 C -2.66504 0.50156 0.36199  C3 1.447, N5 1.159
5 N -3.81261 0.56736 0.51101  C4 1.159
6 N -0.30121 1.39860 0.17720  C3 1.446, N7 1.406, H14 1.099
7 N 0.96172 0.82316 -0.04658  N6 1.406, C8 1.440, C9 1.346
8 C 2.14821 1.61826 -0.23288  N7 1.440, H15 1.086, H16 1.093, H17 1.044
9 C 0.88172 -0.51322 -0.19004  C2 1.533, N7 1.346, O10 1.217
10 O 1.80964 -1.24949 -0.46907  C9 1.217
11 H -1.00988 -2.74379 0.86135  C1 1.088
12 H -0.17827 -2.71698 -0.71698  C1 1.107
13 H -2.01193 -2.48650 -0.60634  C1 1.104
14 H -0.42598 2.12707 0.99033  N6 1.099
15 H 2.14818 1.97315 -1.25953  C8 1.086
16 H 2.29275 2.43087 0.48292  C8 1.093
17 H 3.03034 1.14389 0.06211  C8 1.044

Properties
- HOMO-LUMO gap: 9.2 eV
- 2S+1: 1
- Charge: 0
- HOMO level: -8.97 eV
- LUMO: 0.2509 eV

These are the natural (NBO) partial charges, in e, on atoms 1 to 6:
1. C -0.654
2. C -0.050
3. C 0.017
4. C 0.252
5. N -0.270
6. N -0.394

---

*3*
Computed, not measured: one molecule with the formula C6H7N3O, with ωB97M-V/def2-TZVPD.

Bonds (Å) are listed after each position.
CARTESIAN COORDINATES (ANGSTROEM)
1 N 3.67027 -1.71871 -0.92066  C2 1.156
2 C 3.12437 -0.89827 -0.31692  N1 1.156, C3 1.466
3 C 2.31955 0.02641 0.48762  C2 1.466, C4 1.494, C6 1.504, H11 1.113
4 C 2.45777 1.41205 -0.05311  C3 1.494, N5 1.176
5 N 2.59793 2.47234 -0.54183  C4 1.176
6 C 0.88776 -0.42252 0.58516  C3 1.504, N7 1.228, H12 1.098
7 N -0.04676 0.35879 0.43092  C6 1.228, C8 1.428
8 C -1.39250 -0.09869 0.56503  N7 1.428, C9 1.567, H13 1.126, H14 1.090
9 C -2.24854 0.25719 -0.69777  C8 1.567, O10 1.406, H15 1.120, H16 1.115
10 O -3.54548 -0.21174 -0.42328  C9 1.406, H17 0.973
11 H 2.75192 0.05345 1.51309  C3 1.113
12 H 0.76804 -1.49653 0.77839  C6 1.098
13 H -1.39889 -1.19032 0.84066  C8 1.126
14 H -1.93952 0.31872 1.41023  C8 1.090
15 H -1.73164 -0.25376 -1.55005  C9 1.120
16 H -2.20222 1.35164 -0.90620  C9 1.115
17 H -4.07206 0.03996 -1.20128  O10 0.973

Properties
- HOMO-LUMO gap: 11.3 eV
- 2S+1: 1
- Charge: 0
- HOMO level: -10.69 eV
- LUMO: 0.5797 eV

These are the natural (NBO) partial charges, in e, on atoms 1 to 6:
1. N -0.261
2. C 0.280
3. C -0.460
4. C 0.292
5. N -0.265
6. C 0.142

---

*2* is the most stable structure shown above.